(1)
83
Properties=species:S:1:pos:R:3:forces:R:3:mulliken_charge:R:1 method="wB97M-V/def2-TZVPD" s_squared=0.758 charge=+1 multiplicity=2 homo_ha="-0.452 / -0.452"
C -4.743887 -2.641868 -4.583801 -0.8 0.5 -1.7 -0.761
N -4.982097 -1.574308 -3.578381 0.6 1.5 0.1 0.942
O -5.247707 -0.423638 -4.027811 0.4 -2.3 0.7 -0.566
O -4.866487 -1.828508 -2.411911 -0.3 -0.1 0.2 -0.490
H -5.335867 -2.161778 -5.363011 0.1 -0.9 -0.6 0.344
H -5.066787 -3.656898 -4.352381 -0.3 0.5 0.7 0.286
H -3.728627 -2.736468 -4.969021 0.2 0.7 0.6 0.274
C 0.603863 -2.988928 -2.521921 -0.1 0.5 -0.1 -0.817
N 1.469783 -2.762948 -1.340511 -0.3 -1.5 0.5 0.875
O 2.090173 -1.736958 -1.260551 0.4 0.9 0.0 -0.340
O 1.517523 -3.671328 -0.511551 -0.1 0.9 -0.5 -0.582
H 0.737153 -4.044328 -2.759521 -0.3 0.3 -0.3 0.357
H 0.864973 -2.247628 -3.277171 0.4 -0.5 -0.1 0.290
H -0.408117 -2.691918 -2.246631 -0.1 -0.5 0.3 0.227
C 3.251953 3.344332 0.117029 -1.1 -1.4 -1.8 -0.390
N 2.488653 3.313752 1.357759 -1.2 1.4 2.6 0.854
O 1.970633 2.232212 1.791819 1.6 2.2 -1.1 -0.439
O 2.338113 4.403812 1.908639 0.0 -1.9 -0.3 -0.491
H 3.132533 4.243012 -0.488131 0.2 0.6 1.1 0.325
H 2.613633 2.662062 -0.444361 0.9 -0.7 -0.5 -0.150
H 4.284503 3.013262 0.228039 -0.3 -0.1 0.2 0.291
C -0.183067 5.294412 -3.167831 -0.3 0.0 -0.4 -0.807
N -0.673857 4.470522 -2.009341 -1.1 0.7 1.0 0.940
O -1.590887 3.709892 -2.246821 0.3 -0.2 -0.5 -0.490
O -0.264627 4.630862 -0.872281 1.0 0.3 -0.5 -0.531
H 0.844373 5.003452 -3.386461 -0.3 -0.3 -0.2 0.267
H -0.169927 6.377292 -3.044121 -0.2 -0.2 1.0 0.310
H -0.952547 5.093622 -3.913271 0.7 -0.2 -0.3 0.324
C -4.240757 -0.061028 4.422849 -1.0 -1.2 -0.8 -0.824
N -3.246677 0.495392 3.504669 -2.2 2.7 -2.2 0.807
O -2.131797 0.095062 3.608279 2.3 -0.4 0.3 -0.420
O -3.606437 1.343382 2.655579 0.6 -1.7 2.0 -0.471
H -4.132197 0.373502 5.416569 -0.2 0.0 -0.3 0.294
H -4.086087 -1.139668 4.395929 0.5 0.0 0.6 0.284
H -5.203707 0.016312 3.918029 -0.1 0.8 0.6 0.330
C 1.602153 0.986582 4.389879 -0.3 -0.8 -1.7 -0.522
N 1.563113 0.476952 5.761749 1.1 -2.1 -0.8 1.031
O 1.971223 -0.620218 6.046059 -0.8 1.9 0.1 -0.271
O 1.049383 1.180632 6.663059 -0.3 0.5 0.8 -0.098
H 0.621853 1.192212 3.959969 -0.5 0.4 0.7 0.263
H 1.860023 0.070822 3.857919 0.6 0.0 -0.1 0.116
H 2.268023 1.808492 4.126849 0.2 0.0 0.8 0.426
C 3.765943 -1.282368 1.171369 0.2 -0.3 -0.8 -0.481
N 4.551733 -2.120898 2.093939 -1.2 1.2 -0.2 1.018
O 4.008393 -3.115528 2.476289 -0.1 -1.3 0.6 -0.547
O 5.648863 -1.730048 2.366899 1.5 0.1 0.6 -0.619
H 4.088103 -0.242298 1.221959 -0.2 -0.2 0.2 0.196
H 2.704953 -1.489728 1.310719 0.3 0.2 0.0 0.026
H 4.088883 -1.706418 0.220579 -0.4 0.4 -0.3 0.375
C 4.225343 0.740182 -3.871691 -0.4 1.4 -1.0 -0.822
N 3.514183 0.956352 -2.611081 -0.7 -2.6 2.1 0.832
O 4.072863 0.518802 -1.597721 -0.3 1.1 -0.9 -0.440
O 2.346253 1.328642 -2.616911 0.9 0.5 -0.2 -0.446
H 5.220263 1.168682 -3.750771 -0.1 -0.3 -0.1 0.302
H 3.618903 1.324772 -4.563491 0.4 -0.1 -0.4 0.323
H 4.221593 -0.304728 -4.181911 0.0 0.1 0.5 0.274
C -2.690457 1.170912 -3.739371 0.1 0.9 0.2 -0.510
N -2.346467 0.053982 -4.652291 -0.3 0.1 -1.1 0.820
O -1.659917 -0.827168 -4.141681 -0.6 0.3 -1.1 -0.412
O -2.751967 0.109222 -5.834331 1.0 -0.5 2.5 -0.532
H -3.508367 0.907132 -3.068891 -0.1 -0.3 -0.4 0.288
H -2.932997 2.050732 -4.335341 -0.1 -0.3 0.0 0.373
H -1.823497 1.386182 -3.114741 0.0 -0.2 -0.3 -0.043
C -1.106117 1.449682 0.552499 -0.4 0.5 0.2 0.175
C 0.076003 0.593022 0.198009 -0.9 0.1 -0.3 1.288
O -0.501617 -0.289578 -0.741161 3.1 -0.2 -0.5 0.265
C -1.801097 -0.302388 -0.685761 -4.0 -0.5 -0.8 0.158
O -2.523567 -1.015978 -1.355701 1.7 1.2 1.7 -0.521
O -2.251457 0.647052 0.193179 0.9 -0.1 -0.5 -0.380
F 0.454193 -0.145738 1.265139 0.5 -1.0 1.2 0.001
H -1.041967 2.362292 -0.040051 -0.5 0.1 0.0 -0.159
H -1.176437 1.694362 1.612349 0.1 -0.1 -0.1 0.187
H 0.976903 1.099942 -0.147681 -0.3 -0.3 -0.5 -1.059
C -0.746537 -2.482108 3.652559 0.8 -0.2 0.5 0.519
C 0.510253 -3.203788 3.247919 -0.3 0.1 -1.5 0.964
O 0.209353 -4.602438 3.338549 1.0 0.6 -0.2 -0.352
C -1.082217 -4.779908 3.564139 -3.9 -3.5 1.6 0.505
O -1.706287 -5.873868 3.762209 3.3 5.6 -1.3 -0.567
O -1.701487 -3.527058 3.626399 -0.4 -0.5 0.4 -0.345
F 1.609063 -2.892888 3.978719 -0.3 -0.1 0.3 -0.285
H -0.956967 -1.621448 3.017669 -0.4 -0.7 -0.5 -0.354
H -0.536427 -1.989698 4.602029 -0.7 -0.6 0.9 0.050
H 0.652363 -2.859328 2.223589 1.0 -1.0 -0.3 -0.063

---

(2)
80
Properties=species:S:1:pos:R:3:forces:R:3:mulliken_charge:R:1 method="wB97M-V/def2-TZVPD" homo_ha=-0.304 de_lowest_kcal_mol=9.24
H 3.093227 -2.039160 3.459400 -0.2 0.1 0.3 0.256
N 2.589585 -1.230639 3.080148 0.7 -0.8 -0.5 -0.633
C 2.833191 -1.204582 1.826916 -0.8 1.1 0.3 -0.196
C 2.218705 -0.101487 0.997908 1.0 -0.3 0.1 -0.554
P 0.944304 -0.763309 -0.288954 0.6 0.6 1.1 0.583
S -0.322508 -1.525143 -1.982330 -0.3 -0.4 -1.2 -0.448
C -0.384803 0.407812 0.271850 -0.6 0.0 -0.5 -1.111
C -1.300180 -0.154902 1.347176 0.4 0.3 0.5 0.929
C -1.804621 -1.446917 1.340843 0.4 -0.5 -0.9 -0.152
C -2.663081 -1.909518 2.306086 -0.6 -0.6 0.2 -0.880
C -3.063786 -1.088211 3.340304 -0.1 0.0 0.2 -0.716
C -2.541953 0.187343 3.386609 -0.6 -0.1 0.5 -0.676
C -1.677736 0.655462 2.419006 0.6 1.1 0.3 1.473
C -1.186255 2.085939 2.606274 0.2 -0.6 0.1 -1.530
H 3.468062 -1.946519 1.319817 -0.1 0.1 0.1 0.414
H 1.820903 0.673443 1.660146 0.0 -0.3 0.0 0.217
H 3.045784 0.368808 0.438311 -0.3 0.0 0.0 0.198
H 1.855495 -0.372704 -1.304722 -0.6 -0.3 -0.2 0.142
H 1.097554 -2.084653 0.200783 -0.3 0.2 -0.2 -0.145
H -1.517420 -1.927449 -1.501504 0.3 0.2 0.1 0.124
H -0.990188 0.639973 -0.615109 0.2 -0.2 0.1 0.386
H 0.042039 1.360598 0.590414 0.2 -0.4 0.0 0.314
H -1.531320 -2.151031 0.556868 0.1 0.2 0.1 -0.146
H -3.052097 -2.923252 2.234814 0.1 0.1 0.0 0.414
H -3.765521 -1.432422 4.095440 0.1 0.0 -0.1 0.404
H -2.844153 0.851888 4.193972 0.1 -0.1 -0.1 0.415
H -1.205730 2.339244 3.672156 -0.2 0.0 -0.2 0.490
H -0.134998 2.170623 2.309695 -0.3 0.3 -0.1 0.242
H -1.843468 2.771564 2.060702 0.3 0.0 0.0 0.133
C -6.528543 2.591412 -1.739703 -0.1 -0.2 0.2 -0.647
O -5.550250 1.578633 -1.594138 0.1 0.1 -0.1 -0.412
C -4.209806 2.021640 -1.699032 0.3 -0.1 -0.1 -0.795
C -3.646535 2.677558 -0.427823 -0.4 0.1 0.1 0.764
C -4.153853 4.096626 -0.187022 0.1 0.2 0.0 -1.612
N -3.914531 1.868685 0.765969 -0.1 -0.1 -0.3 -0.418
H -6.222760 3.352185 -2.463321 0.0 0.0 0.0 0.297
H -6.749396 3.055455 -0.775692 0.0 0.2 -0.1 0.220
H -7.445166 2.119657 -2.094058 0.1 0.0 0.0 0.267
H -3.621676 1.121626 -1.901114 -0.1 0.0 0.0 0.229
H -4.090599 2.677035 -2.572326 -0.1 0.1 0.1 0.529
H -2.559934 2.740364 -0.555910 0.0 -0.1 -0.1 0.165
H -5.163522 4.112169 0.222636 0.0 -0.1 0.0 0.310
H -3.513042 4.608790 0.532370 0.0 -0.1 0.0 0.380
H -4.149899 4.680103 -1.110418 0.0 0.0 0.0 0.364
H -3.474531 0.959528 0.649554 0.0 0.0 0.1 0.024
H -4.910185 1.657977 0.773010 0.0 0.1 0.1 0.345
C -0.147990 -7.500942 -1.998905 -0.3 0.1 0.1 -0.631
O 0.006241 -7.321319 -0.601852 0.2 -0.1 -0.1 -0.380
C 1.329678 -7.059894 -0.174287 0.1 0.0 0.2 -0.708
C 1.790663 -5.606064 -0.361972 -0.2 0.0 -0.3 0.129
C 2.126217 -5.244521 -1.806110 0.2 0.0 -0.1 -1.346
N 0.798570 -4.652275 0.144818 0.0 -0.1 0.3 -0.352
H 0.715975 -8.003305 -2.442480 0.0 0.1 0.0 0.293
H -0.322049 -6.542944 -2.493549 0.1 0.0 -0.1 0.221
H -1.032061 -8.118101 -2.158736 0.0 0.0 0.1 0.260
H 1.336791 -7.279349 0.896992 -0.1 0.0 0.0 0.347
H 2.030391 -7.763334 -0.643380 0.0 0.1 -0.1 0.421
H 2.707833 -5.483381 0.223116 0.0 -0.1 0.1 0.346
H 1.235493 -5.065588 -2.407295 0.0 0.0 0.1 0.245
H 2.716445 -4.327724 -1.837472 -0.1 0.0 0.0 0.306
H 2.710622 -6.033665 -2.284642 0.0 0.0 0.0 0.371
H 0.657080 -4.816960 1.138753 0.1 0.1 0.0 0.260
H -0.097076 -4.896975 -0.271573 0.0 0.1 -0.1 0.245
C 2.872292 2.844646 -1.766000 -0.3 0.2 0.2 -0.769
O 3.011704 3.007148 -0.363036 0.1 -0.2 -0.2 -0.229
C 4.338712 3.240550 0.075487 0.1 0.0 0.3 -0.717
C 4.831876 4.686027 -0.099003 -0.3 0.0 -0.3 0.254
C 5.186547 5.049072 -1.538003 0.2 0.0 -0.1 -1.407
N 3.858026 5.658250 0.408885 0.0 -0.2 0.2 -0.752
H 3.732564 2.335432 -2.208963 0.1 0.1 0.0 0.337
H 2.718117 3.816258 -2.239462 0.1 -0.1 -0.2 0.259
H 1.978849 2.245352 -1.948615 0.0 0.0 0.1 0.235
H 4.333593 3.014310 1.145459 -0.1 0.0 0.0 0.341
H 5.027629 2.524691 -0.393181 0.0 0.1 -0.1 0.452
H 5.746471 4.784127 0.493428 0.0 -0.1 0.1 0.425
H 4.304273 5.250965 -2.144966 0.0 0.0 0.1 0.291
H 5.797051 5.952151 -1.557961 0.0 0.0 0.0 0.347
H 5.756852 4.250572 -2.017915 0.0 0.0 0.0 0.341
H 3.708674 5.488379 1.399929 0.1 0.1 0.0 0.284
H 2.959146 5.438171 -0.013509 0.0 0.1 -0.1 0.323

---

(3)
49
Properties=species:S:1:pos:R:3:forces:R:3:nbo_charge:R:1 method="wB97M-V/def2-TZVPD" charge=-1 homo_ha=-0.286 de_lowest_kcal_mol=29.34
As 0.650559 -0.144823 -0.096879 -0.3 0.2 0.1 2.829
F 1.525343 0.443197 -1.486158 -0.9 -0.1 1.0 -0.603
F -0.040884 -1.557481 -1.038957 0.2 1.7 0.3 -0.656
F -0.312433 -0.748199 1.228658 0.7 -0.3 -0.6 -0.618
F 1.303914 1.148129 0.972742 -0.8 -1.8 -1.3 -0.628
F -0.758755 0.955859 -0.416146 1.1 -1.0 -0.5 -0.653
F 1.991710 -1.235192 0.244717 -0.4 0.8 0.2 -0.633
O -0.274331 3.915638 -0.842288 0.1 0.2 -0.2 -0.936
H -1.110378 4.381749 -0.843846 -0.2 0.2 0.0 0.455
H -0.488672 3.039413 -0.522090 0.1 -0.4 0.2 0.480
O 3.963151 1.866072 -0.260922 0.0 0.4 0.0 -0.930
H 3.909370 0.936394 -0.482364 0.0 -0.3 -0.4 0.482
H 4.457547 1.889415 0.558370 0.2 -0.1 0.0 0.445
O -1.966194 -4.083422 0.208534 0.0 -0.1 0.1 -0.925
H -2.893569 -4.313220 0.150248 -0.3 -0.1 0.0 0.460
H -1.838087 -3.427032 -0.476280 0.3 0.2 -0.2 0.466
O -1.017796 0.500476 3.375202 -0.3 0.1 0.8 -0.990
H -1.718446 1.064607 3.047980 -0.1 0.5 -0.1 0.496
H -0.729031 0.006732 2.607703 -0.2 -0.1 -0.4 0.486
O -1.416094 -1.501839 -3.614657 -0.2 -0.3 -0.1 -0.953
H -1.573159 -1.731920 -2.698897 0.0 0.1 0.4 0.486
H -1.387314 -2.342362 -4.071746 0.1 -0.1 -0.3 0.482
O 2.659783 3.014061 2.275323 0.3 0.5 0.7 -0.946
H 2.195534 2.271765 1.888410 -0.1 -0.1 -0.2 0.491
H 3.577503 2.869824 2.044632 0.0 0.1 0.0 0.445
O -3.369694 -1.147703 1.424957 -0.4 0.4 0.0 -0.954
H -3.148664 -1.633575 0.630421 0.1 0.0 -0.2 0.472
H -2.868856 -1.579140 2.117240 0.3 -0.1 0.2 0.485
O 4.569925 -0.819045 -1.438034 0.3 0.2 0.1 -0.955
H 4.681691 -1.540138 -2.057518 -0.1 -0.1 -0.2 0.477
H 4.127308 -1.214315 -0.686973 -0.3 -0.2 0.2 0.480
O -1.837919 1.181160 -3.535670 -0.5 0.7 -0.1 -0.978
H -1.661386 0.279222 -3.803206 0.2 -0.5 -0.2 0.495
H -1.366135 1.282997 -2.709057 0.3 0.1 0.2 0.472
O 1.405344 -0.919712 -3.814759 0.3 -0.3 -0.6 -0.962
H 0.772130 -1.143880 -3.132834 -0.2 0.0 0.1 0.480
H 1.837669 -0.129676 -3.490470 0.1 0.1 0.1 0.479
O -2.967968 2.073076 1.641178 0.0 0.3 0.4 -0.961
H -2.972771 2.502834 0.785891 0.0 0.1 -0.1 0.470
H -3.030001 1.139141 1.440832 -0.2 -0.7 -0.2 0.492
O 1.364193 -2.886606 2.572659 0.1 -0.9 -0.2 -0.983
H 1.431601 -2.156459 3.187943 0.0 0.5 0.4 0.492
H 1.625492 -2.515255 1.730009 0.0 0.1 -0.2 0.469
O 1.257104 -0.639163 4.106017 0.7 -0.3 0.3 -0.975
H 0.626501 -0.001455 3.771499 -0.5 0.5 0.1 0.502
H 1.740939 -0.165887 4.782882 0.2 0.0 0.1 0.473
O -3.968721 0.844028 -1.566209 -0.6 -0.2 0.5 -0.960
H -3.846423 0.921273 -2.512412 0.4 0.1 -0.4 0.489
H -3.110625 1.050437 -1.195677 0.3 -0.1 0.0 0.466